Record 1
C9H17N2O10P | wB97M-V/def2-TZVPD

- Frontier orbital gap: 8.83 eV
- HOMO: -9.55 eV
- SMILES string: CNC(=O)[C@H](CO)NC(C)=O.O=C(O)C(=O)COP(=O)(O)O

CARTESIAN COORDINATES (ANGSTROEM)
O: -4.17275 -1.55767 2.01410
O: -0.80325 2.66226 1.86995
O: -6.09398 -3.07245 -0.35058
O: 3.47790 3.27711 0.32031
O: -0.77725 -3.12824 -0.56664
O: -6.05322 -0.61579 1.16645
O: 0.64918 1.59151 -2.47747
O: -0.86882 -1.46809 -2.37596
O: -1.66367 -3.89857 -2.71373
O: -3.08312 -2.23911 -1.22979
C: -5.06931 -1.55860 1.18021
C: 0.21335 2.10014 1.49469
C: -5.05733 -2.63166 0.15037
C: 3.17982 2.09069 0.22485
N: 4.01543 1.10887 0.58825
N: 0.67214 2.29272 0.26039
C: 0.93753 1.15414 2.43177
C: -3.71821 -3.18703 -0.34444
C: 5.34105 1.33638 1.16203
C: 1.84852 2.03865 -1.87336
C: 1.83790 1.66865 -0.38679
P: -1.59998 -2.69236 -1.70472
H: -5.85911 -0.01493 1.90294
H: 0.64116 1.86806 -3.39962
H: -0.82946 -0.82997 -1.65265
H: -0.72594 -4.11072 -2.77680
H: 3.70928 0.15502 0.47560
H: 0.12489 2.92452 -0.30329
H: 0.35006 1.05308 3.34346
H: 1.91117 1.57011 2.68096
H: 1.04197 0.17786 1.96391
H: -3.08639 -3.40316 0.52520
H: -3.89880 -4.13313 -0.86665
H: 5.80626 0.38656 1.42980
H: 5.97361 1.85549 0.43878
H: 5.25497 1.95790 2.05619
H: 2.70088 1.56419 -2.36218
H: 1.93136 3.12214 -1.98079
H: 1.74215 0.58542 -0.31475

Cartesian forces, eV/Å:
-1.2 0.0 -1.1
-0.1 0.2 -0.1
1.7 0.9 1.4
-0.2 -0.6 0.0
-0.2 0.0 0.6
0.8 -1.4 -0.5
-0.3 -0.2 0.1
-1.4 0.2 -0.8
-0.8 0.8 -1.1
0.7 -0.4 -1.0
1.2 1.7 2.4
-1.0 -0.2 1.7
-2.2 -1.3 -3.1
0.2 1.5 -0.1
0.3 -1.1 0.2
1.5 -0.1 -1.7
-0.1 0.2 -0.3
0.1 -0.4 0.8
-0.3 0.4 -0.2
0.0 0.1 0.1
-0.6 0.0 0.1
0.8 -0.6 3.1
0.1 -0.1 0.0
0.0 0.0 0.1
0.5 0.7 -0.1
0.2 -0.7 -0.3
0.0 0.1 0.1
0.0 0.0 0.0
0.0 0.1 -0.2
0.2 -0.1 0.0
0.2 -0.2 0.0
0.1 0.3 -0.2
-0.2 0.3 0.0
-0.2 0.1 -0.1
0.0 0.0 0.1
0.0 0.0 -0.1
0.2 0.0 0.1
0.2 0.1 0.2
-0.1 -0.2 0.0

Record 2
C9H17N2O2 | wB97M-V/def2-TZVPD

- Total charge: +1
- Frontier orbital gap: 8.82 eV
- HOMO: -12.39 eV

CARTESIAN COORDINATES (ANGSTROEM)
C: 2.24701 -0.42523 -0.78265
C: 2.84319 0.53901 -0.00997
C: 2.04390 -1.57968 -0.02952
C: 3.33864 1.92584 -0.23825
C: 1.56475 -2.94688 -0.23007
C: -2.87480 1.02288 0.65523
C: -1.86745 -0.39017 -1.12401
C: -0.52332 1.14884 0.04278
C: -1.59708 0.16803 0.17134
N: 2.92672 -0.03200 1.22090
N: -1.32562 -0.83956 1.12657
O: 2.35434 -1.26257 1.20609
O: 0.49548 1.22318 0.70684
H: 4.25324 2.10837 0.20629
H: 3.29807 2.05095 -1.36264
H: 2.51153 2.64086 0.13595
H: 0.68588 -2.95460 0.34566
H: 1.10312 -3.25040 -1.22430
H: 2.22709 -3.72024 0.07418
H: -3.69795 0.38831 0.77642
H: -2.57932 1.51419 1.54555
H: -3.23441 1.76437 -0.05964
H: -1.85857 0.36100 -1.93371
H: -2.91848 -0.74706 -0.94160
H: -1.16837 -1.15429 -1.42109
H: -0.85401 1.89413 -0.75786
H: -1.39656 -0.69015 2.12909
H: 1.96590 -0.30107 -1.85352
H: -1.72194 -1.66197 0.85732
H: 3.14338 0.44997 2.04252

Cartesian forces, eV/Å:
-0.6 -1.2 -3.0
0.3 -0.7 2.5
0.4 2.3 -1.3
-4.2 0.3 -2.2
-1.5 -0.2 -2.1
1.8 0.5 -1.7
-2.2 -0.7 -2.0
0.7 1.7 0.2
-1.1 2.0 3.0
-0.4 0.1 -3.6
2.0 0.9 1.1
1.0 -0.2 2.3
-1.2 0.3 -0.8
1.9 0.5 0.7
0.7 0.1 1.3
1.4 -1.1 -0.3
-1.2 -0.5 1.4
1.3 1.0 0.7
0.7 -0.4 0.4
-1.0 -1.3 0.6
-0.1 0.5 1.1
0.4 0.2 -0.2
-0.3 -0.2 0.4
0.9 -0.4 -1.3
0.1 -0.6 0.0
1.0 -0.2 0.6
-0.2 0.4 -0.6
0.5 -0.3 1.1
-1.4 -2.7 -0.4
0.0 0.0 1.9

Record 3
C9H17N2O5S | wB97M-V/def2-TZVPD

- Total charge: -1
- Frontier orbital gap: 8.02 eV
- HOMO: -4.90 eV

CARTESIAN COORDINATES (ANGSTROEM)
C: 4.10511 1.43413 2.55569
C: 3.21835 1.23808 1.57422
C: 2.37836 -0.01543 1.60988
C: 0.95087 0.08785 1.03772
N: 0.86775 -0.19640 -0.38824
C: 0.09052 -0.99754 1.82891
O: -0.61243 -1.78447 1.17673
O: 0.20534 -0.99146 3.07836
S: 0.13403 1.67112 1.32551
C: -0.08586 1.95447 3.07244
O: 0.79067 2.79174 0.67737
O: -1.20549 1.53385 0.79365
H: 5.07238 1.89033 2.39497
H: 3.82427 1.05151 3.53182
H: 3.16760 1.97452 0.77897
H: 2.35735 -0.38788 2.63263
H: 2.91032 -0.75055 1.00272
H: 0.64492 0.63625 -0.91976
H: 1.71984 -0.61792 -0.72241
H: 0.85241 2.11320 3.59331
H: -0.72963 2.83229 3.09747
H: -0.66558 1.12676 3.46664
C: -3.07905 -0.87073 -4.42131
C: -2.13876 -1.96233 -3.96336
O: -1.61366 -2.73461 -4.76169
N: -1.89654 -2.05700 -2.64133
C: -2.42520 -1.23581 -1.55919
H: -3.17331 -0.92141 -5.50253
H: -4.06592 -1.00673 -3.97791
H: -2.68595 0.10947 -4.15025
H: -1.26199 -2.80167 -2.39931
H: -1.59291 -0.77136 -1.03037
H: -2.96286 -1.87587 -0.86025
H: -3.09497 -0.46643 -1.93113

Cartesian forces, eV/Å:
-0.4 -0.2 0.0
0.6 0.0 0.3
-0.6 1.5 -0.1
0.1 -1.4 0.5
-0.1 0.8 0.0
-1.2 -1.2 0.6
0.5 0.5 -0.5
0.5 0.7 0.0
-1.7 0.8 -1.0
0.0 -0.1 -0.2
1.3 -0.2 0.6
-0.4 -0.7 0.3
-0.3 1.0 0.3
0.8 -0.7 0.0
0.3 -0.7 -0.7
-0.2 -0.1 0.0
0.0 -0.1 0.0
0.2 -0.1 -0.2
0.1 0.2 -0.1
0.0 -0.1 0.0
0.2 0.3 -0.2
0.3 -0.3 0.0
0.0 0.0 -0.1
0.2 -0.3 0.1
-0.1 0.1 -0.1
-0.3 0.2 -0.3
0.4 -0.2 0.1
0.1 -0.1 0.0
0.0 0.1 0.1
-0.1 0.0 0.1
0.1 0.1 0.1
-0.1 0.0 0.2
0.0 0.1 0.1
0.0 -0.1 -0.1

Record 4
C9H17N3O | wB97M-V/def2-TZVPD

- Total charge: +2
- Frontier orbital gap (alpha / beta): 6.49 / 7.00 eV
- 2S+1: 3
- HOMO (alpha / beta): -12.67 / -17.02 eV

CARTESIAN COORDINATES (ANGSTROEM)
C: 3.43818 -1.38111 -1.67192
C: 3.55873 -0.85026 -0.47174
C: 3.22882 0.82975 0.84929
C: -2.44880 2.06503 -0.46969
C: -1.59500 0.94295 -1.20967
C: -1.60339 -1.58675 -0.25456
C: -3.39681 1.25716 0.24207
C: -2.91752 -1.43175 0.42790
C: -1.66921 -0.16997 -0.46260
N: 2.55923 1.66765 1.64007
N: 2.65266 -0.14224 0.18917
N: 1.35133 -0.71769 0.27278
O: -2.58219 0.05413 0.64417
H: 4.34004 -1.82871 -2.01389
H: 4.39396 -1.05196 0.20028
H: 4.33577 1.06325 0.64885
H: -1.76548 2.50843 0.30006
H: -3.07078 2.71194 -1.17113
H: -1.27914 1.05578 -2.18695
H: 1.46360 -1.80368 -0.09240
H: -0.79328 -2.00611 0.35522
H: -1.54737 -2.26653 -1.09172
H: -3.73491 1.81620 1.15692
H: -4.21835 0.91016 -0.25371
H: -3.86355 -1.50244 -0.22656
H: -2.99219 -1.88432 1.45545
H: 2.60594 -1.16787 -2.25648
H: 3.07884 2.01042 2.46162
H: 1.56873 1.60506 1.82850
H: 0.90216 -0.70652 1.16065

Cartesian forces, eV/Å:
1.1 0.1 0.5
1.7 -2.1 0.0
4.9 5.0 3.3
1.9 -0.1 -2.0
-1.8 -0.6 2.5
0.9 -2.4 -0.7
-0.3 0.6 4.1
-2.5 -0.9 1.7
1.0 4.0 -1.9
-0.7 1.2 2.2
-5.8 -5.0 -2.7
2.6 -2.4 -2.3
-0.3 -0.1 0.4
0.1 -0.8 -0.7
0.6 0.3 -0.6
-2.2 -0.6 0.2
-0.7 0.6 -1.2
1.5 -0.2 0.9
1.2 0.1 -1.6
-0.3 3.6 1.3
-0.4 0.6 0.5
-0.5 0.2 -0.7
0.2 -1.1 -0.5
-2.1 -1.0 -1.7
1.6 0.1 1.1
-0.4 0.4 -1.2
-1.2 0.2 -1.3
-0.4 0.1 -0.7
0.0 0.0 -0.3
0.0 0.4 1.1

Record 5
C9H17N3O4S | wB97M-V/def2-TZVPD

- Frontier orbital gap: 9.00 eV
- HOMO: -8.52 eV
- SMILES string: CSCC[C@H](NC(=O)[C@@H](N)CC(N)=O)C(=O)O

CARTESIAN COORDINATES (ANGSTROEM)
C: -2.94252 -0.83132 0.03899
C: -1.36509 -1.00054 0.33338
C: -3.54337 0.44272 0.58915
C: -3.24819 1.59452 -0.45560
C: 0.89491 -0.27307 -0.30157
C: 1.52173 -1.61194 -0.59027
C: 1.11206 0.56133 1.00376
C: 2.64538 0.73993 1.52400
C: 4.71464 0.60987 -0.74474
H: -3.43411 -2.87334 -0.15456
H: -3.35044 -2.25365 1.43357
H: -2.91963 -0.94733 -1.02819
H: -3.02009 0.64757 1.53542
H: -4.57565 0.44352 0.86870
H: -3.72556 3.72668 -0.67964
H: -4.39133 2.68374 0.70215
H: -0.88235 0.51604 -1.19892
H: 1.41085 0.15168 -1.20579
H: 0.59995 1.58857 0.67929
H: 0.43079 0.02632 1.82963
H: 3.26330 -0.17187 1.84401
H: 2.56222 1.52842 2.33641
H: 5.53966 0.18281 -0.08985
H: 4.11662 -0.09972 -1.24906
H: 5.30273 1.27422 -1.41449
H: 2.80014 -2.78247 -0.30230
N: -3.65721 -2.11379 0.44254
N: -3.94437 2.73005 -0.22218
N: -0.48563 -0.28559 -0.60583
O: -1.02243 -1.64591 1.34980
O: -2.57945 1.39726 -1.47964
O: 0.97738 -2.31890 -1.43624
O: 2.70771 -1.87500 -0.06168
S: 3.59252 1.76222 0.21446

Cartesian forces, eV/Å:
1.0 -3.5 -0.6
0.0 1.4 0.6
2.0 1.0 -0.6
0.1 -1.0 -1.4
1.6 0.9 -0.2
-2.6 -0.7 -1.4
-0.2 -0.5 0.6
-0.8 1.3 -0.7
1.5 1.5 1.8
0.6 -0.6 -0.3
-0.4 -0.7 -1.4
-0.6 1.0 -0.7
0.0 0.3 -0.2
-0.8 -0.5 -0.3
-0.6 -3.5 1.4
0.2 0.8 -0.8
0.3 -2.0 1.3
-0.4 0.9 0.9
1.5 -1.9 1.2
1.7 1.4 -1.7
-1.3 1.3 -0.5
0.4 -1.3 -0.6
-1.4 0.1 -0.6
-0.2 -0.8 -0.6
-0.8 -0.3 0.1
0.9 -1.5 -0.4
0.4 3.1 2.4
0.3 2.5 0.3
-3.2 -0.8 1.5
0.1 1.4 -3.0
-0.6 0.7 1.5
1.4 0.3 1.6
-0.2 0.8 0.7
0.3 -1.0 0.3

Record 6
C9H17N4 | wB97M-V/def2-TZVPD

- Total charge: +1
- Frontier orbital gap (alpha / beta): 7.24 / 7.08 eV
- HOMO (alpha / beta): -12.12 / -11.90 eV

CARTESIAN COORDINATES (ANGSTROEM)
C: -2.52767 0.76281 -2.63958
C: -2.92185 0.30991 -1.35244
C: -1.32834 1.43967 -2.64588
C: -2.11892 0.44510 -0.23561
C: 0.43655 -1.52563 0.28600
C: -0.46537 1.70250 -1.47270
C: 2.68641 0.21392 0.93794
C: 0.94333 0.42626 2.70382
C: 1.22125 0.52768 1.20362
N: -0.27447 -2.16096 -0.67599
N: 1.01794 -2.42039 1.11762
N: 0.33509 -0.23408 0.41093
N: -0.94797 1.06209 -0.28017
H: -3.01361 0.59078 -3.63285
H: -3.93153 -0.17919 -1.28041
H: -0.84985 1.74956 -3.65210
H: -2.41338 -0.13445 0.73680
H: 0.58541 1.52166 -1.59828
H: -0.49945 2.79075 -1.22707
H: 2.86833 -0.79732 0.80025
H: 2.99608 0.67222 0.02531
H: 3.31621 0.70367 1.68151
H: -0.06359 0.32428 2.79712
H: 1.17522 1.41152 3.14681
H: 1.46405 -0.36449 3.23424
H: 0.99335 1.57242 0.85648
H: -0.46724 -1.69938 -1.50586
H: 0.82014 -3.41804 0.83895
H: 1.48855 -2.23306 2.01520
H: -0.52469 -3.05983 -0.59368

Cartesian forces, eV/Å:
2.2 1.2 -0.6
-1.9 -0.9 0.1
0.8 -0.3 -3.2
-1.4 -2.0 0.7
-1.6 -0.4 0.5
-2.0 0.7 0.4
-0.2 2.4 -0.2
1.8 1.6 -0.5
0.9 1.4 0.7
1.1 3.2 0.3
0.4 -1.5 0.4
0.4 -0.9 -1.3
1.0 -0.4 1.8
0.1 0.1 1.4
1.2 0.6 0.3
-1.0 -0.5 1.7
0.7 1.6 -1.8
0.5 -0.3 -0.3
-0.1 -0.4 -0.1
0.5 -2.0 0.3
0.2 0.4 -1.0
0.0 -0.5 0.2
-3.0 -0.5 0.7
0.2 -0.6 0.1
0.2 -0.1 0.0
0.5 -0.7 0.7
-0.5 0.9 -1.5
0.9 1.7 0.9
-0.7 0.0 -1.0
-1.0 -3.7 0.3

- What is the formula in the second record?
  C9H17N2O2